[1]
{
  "formula": "C33H55N5O2PPdS",
  "method": "wB97M-V/def2-TZVPD",
  "e_tot_ev": -70236.9602,
  "e_lumo_ha": [-0.3260, -0.4189],
  "homo_energy_ev": [-15.6797, -15.6800],
  "relative_energy_kcal_mol": 8.87,
  "charge": 3,
  "multiplicity": 5,
  "elements": ["Pd", "C", "C", "N", "C", "S", "N", "N", "C", "C", "C", "C", "C", "C", "C", "N", "H", "H", "H", "H", "H", "H", "H", "H", "H", "H", "H", "H", "H", "C", "N", "C", "C", "C", "O", "H", "H", "H", "H", "H", "H", "H", "H", "H", "C", "C", "C", "C", "C", "C", "C", "O", "C", "C", "C", "H", "H", "H", "H", "H", "H", "H", "H", "H", "H", "H", "H", "C", "C", "C", "P", "C", "C", "C", "C", "C", "C", "H", "H", "H", "H", "H", "H", "H", "H", "H", "H", "H", "H", "H", "H", "H", "H", "H", "H", "H", "H", "H"],
  "xyz": [[-0.306, -0.328, -0.197], [-5.430, -4.115, -0.124], [-4.563, -3.729, -1.309], [-4.082, -2.339, -1.182], [-2.953, -1.944, -0.647], [-2.599, -0.257, -0.467], [-2.140, -2.928, -0.132], [-1.005, -2.452, 0.328], [-0.326, -3.207, 1.174], [-0.665, -4.617, 1.464], [0.738, -2.500, 1.875], [1.550, -3.139, 2.802], [2.494, -2.397, 3.506], [2.584, -1.045, 3.253], [1.753, -0.481, 2.285], [0.852, -1.178, 1.617], [-5.746, -5.150, -0.243], [-6.324, -3.497, -0.066], [-4.874, -4.029, 0.809], [-5.128, -3.757, -2.240], [-3.690, -4.371, -1.408], [-4.724, -1.609, -1.477], [-1.604, -4.912, 1.012], [-0.704, -4.788, 2.540], [0.129, -5.257, 1.065], [1.448, -4.199, 2.983], [3.133, -2.873, 4.235], [3.282, -0.414, 3.786], [1.827, 0.571, 2.054], [4.757, 2.370, -0.560], [3.862, 1.219, -0.432], [4.511, -0.077, -0.264], [2.543, 1.325, -0.532], [1.959, 2.689, -0.744], [1.818, 0.298, -0.463], [5.744, 2.071, -0.218], [4.424, 3.202, 0.056], [4.833, 2.691, -1.600], [5.318, -0.169, -0.990], [3.790, -0.873, -0.419], [4.936, -0.152, 0.738], [2.327, 3.126, -1.673], [2.250, 3.370, 0.056], [0.875, 2.620, -0.768], [-0.374, 2.186, 7.676], [-0.298, 2.204, 6.186], [0.577, 3.063, 5.522], [0.627, 3.123, 4.141], [1.580, 4.098, 3.507], [-0.228, 2.274, 3.387], [-0.114, 2.331, 1.954], [-0.696, 1.615, 1.130], [-1.128, 1.392, 4.052], [-2.101, 0.514, 3.325], [-1.137, 1.379, 5.432], [0.447, 2.739, 8.126], [-0.361, 1.164, 8.056], [-1.310, 2.643, 8.003], [1.219, 3.712, 6.102], [2.103, 4.655, 4.281], [1.062, 4.824, 2.878], [2.339, 3.602, 2.898], [0.576, 3.096, 1.564], [-2.667, 1.073, 2.582], [-2.795, 0.069, 4.036], [-1.586, -0.289, 2.790], [-1.834, 0.732, 5.950], [2.549, -0.409, -3.324], [1.238, -0.372, -4.097], [1.404, 0.496, -5.354], [-0.299, 0.056, -3.149], [-1.582, -1.104, -3.784], [-1.250, -2.523, -3.301], [-1.752, -1.129, -5.310], [-0.733, 1.845, -3.322], [-1.488, 2.180, -4.618], [-1.519, 2.438, -2.151], [3.313, -0.817, -3.984], [2.492, -1.025, -2.429], [2.870, 0.595, -3.043], [1.011, -1.397, -4.412], [1.570, 1.545, -5.107], [0.571, 0.425, -6.045], [2.293, 0.144, -5.879], [-2.518, -0.759, -3.331], [-0.512, -2.988, -3.956], [-2.143, -3.147, -3.354], [-0.852, -2.560, -2.284], [-0.823, -1.378, -5.818], [-2.144, -0.202, -5.716], [-2.461, -1.923, -5.549], [0.258, 2.314, -3.358], [-2.494, 1.765, -4.596], [-0.988, 1.857, -5.525], [-1.589, 3.265, -4.664], [-2.563, 2.124, -2.191], [-1.511, 3.523, -2.250], [-1.124, 2.191, -1.162]]
}

[2]
{
  "formula": "C33H55N6O4S3",
  "method": "wB97M-V/def2-TZVPD",
  "e_tot_ev": -84746.9762,
  "e_lumo_ha": 0.0801,
  "homo_energy_ev": -5.7566,
  "charge": -1,
  "elements": ["C", "C", "C", "O", "H", "H", "H", "H", "H", "H", "H", "C", "S", "O", "C", "H", "H", "H", "H", "H", "H", "C", "S", "O", "C", "H", "H", "H", "H", "H", "H", "C", "S", "O", "C", "H", "H", "H", "H", "H", "H", "N", "C", "C", "C", "C", "H", "H", "H", "H", "H", "N", "C", "C", "C", "C", "H", "H", "H", "H", "H", "N", "C", "C", "C", "C", "H", "H", "H", "H", "H", "N", "C", "C", "C", "C", "H", "H", "H", "H", "H", "N", "C", "C", "C", "C", "H", "H", "H", "H", "H", "N", "C", "C", "C", "C", "H", "H", "H", "H", "H"],
  "xyz": [[-0.889, -0.899, -0.777], [0.431, -0.624, -0.066], [1.539, -0.260, -1.061], [0.291, 0.361, 0.899], [-0.766, -1.478, -1.699], [-1.364, 0.047, -1.061], [-1.593, -1.427, -0.129], [0.794, -1.550, 0.440], [1.416, 0.777, -1.384], [1.581, -0.867, -1.973], [2.479, -0.340, -0.518], [-4.095, -0.937, -2.232], [-4.821, 0.512, -3.022], [-6.265, 0.514, -2.674], [-4.032, 1.698, -1.929], [-3.012, -0.971, -2.337], [-4.649, -1.868, -2.321], [-4.241, -0.737, -1.159], [-4.671, 1.739, -1.047], [-3.879, 2.676, -2.379], [-3.038, 1.356, -1.640], [0.212, -4.587, 3.617], [-1.480, -3.981, 3.596], [-1.917, -3.642, 4.976], [-1.175, -2.446, 2.739], [0.910, -3.855, 4.023], [0.454, -4.705, 2.555], [0.241, -5.573, 4.068], [-1.083, -2.708, 1.683], [-0.366, -1.836, 3.137], [-2.055, -1.808, 2.821], [3.445, 4.582, 0.125], [4.672, 3.283, 0.304], [5.650, 3.416, -0.808], [3.550, 1.950, -0.130], [2.578, 4.326, 0.735], [3.212, 4.745, -0.929], [3.869, 5.529, 0.463], [4.134, 1.037, -0.209], [3.121, 2.218, -1.096], [2.736, 1.798, 0.575], [1.385, 2.690, 2.598], [0.538, 3.725, 2.866], [1.065, 4.456, 3.906], [2.245, 3.775, 4.300], [2.439, 2.687, 3.482], [1.031, 1.974, 1.959], [-0.310, 3.885, 2.220], [0.661, 5.371, 4.303], [2.931, 4.223, 5.004], [3.126, 1.862, 3.501], [4.609, -1.566, -4.478], [4.423, -2.294, -5.623], [3.800, -3.465, -5.279], [3.488, -3.376, -3.889], [4.138, -2.273, -3.404], [4.975, -0.632, -4.415], [4.664, -1.839, -6.569], [3.388, -4.180, -5.972], [2.851, -4.068, -3.362], [4.073, -1.841, -2.418], [-1.494, 2.629, 0.042], [-2.414, 3.416, 0.694], [-2.591, 4.539, -0.062], [-1.606, 4.550, -1.083], [-0.992, 3.328, -1.011], [-1.216, 1.681, 0.311], [-2.874, 3.106, 1.616], [-3.205, 5.401, 0.153], [-1.409, 5.314, -1.815], [-0.194, 2.887, -1.589], [0.836, -1.989, -4.598], [-0.358, -1.349, -4.381], [-1.372, -2.235, -4.661], [-0.758, -3.453, -5.045], [0.599, -3.263, -5.045], [1.755, -1.689, -4.317], [-0.345, -0.413, -3.847], [-2.431, -2.043, -4.623], [-1.247, -4.377, -5.309], [1.395, -3.967, -5.212], [2.051, -1.036, 2.895], [2.828, -2.157, 2.732], [3.600, -2.290, 3.859], [3.284, -1.217, 4.738], [2.292, -0.504, 4.119], [1.399, -0.730, 2.174], [2.876, -2.665, 1.783], [4.406, -2.995, 3.988], [3.816, -1.023, 5.654], [1.810, 0.421, 4.384], [-4.710, 0.338, 2.472], [-6.035, 0.606, 2.706], [-6.797, -0.322, 2.052], [-5.896, -1.074, 1.245], [-4.626, -0.738, 1.629], [-3.959, 0.783, 2.970], [-6.266, 1.444, 3.343], [-7.866, -0.407, 2.147], [-6.063, -1.964, 0.659], [-3.667, -1.121, 1.323]]
}

| no. | M (g mol⁻¹) |
| --- | --- |
| 1 | 723.30 |
| 2 | 696.04 |